Entry 1:
# C47H59FN2O3PS

A cluster of 6 separate species, C47H59FN2O3PS in total (ωB97M-V/def2-TZVPD, OMol25).

The net charge is -1. The energy is -3000.6617 hartree.

```
114
Properties=species:S:1:pos:R:3:lowdin_charge:R:1
C 0.6751 -5.2226 8.8974 -0.0117
C 0.4174 -4.4748 7.8477 -0.1747
P 0.3063 -3.1382 6.4463 0.5139
C 0.2061 -1.6162 5.2693 -0.2897
C 1.6389 -1.2118 4.6015 -0.2199
C 1.3668 0.1550 3.7587 -0.2646
C 2.1311 0.2263 2.3445 -0.4751
S 1.3031 -0.7037 0.9583 0.8750
C -0.1513 0.2636 0.3561 -0.5121
N -0.5622 1.6074 0.6949 -0.0032
N -1.7290 1.8192 -0.0175 -0.0206
C -2.0193 0.6291 -0.7718 -0.1313
O -1.0359 -0.3920 -0.5837 -0.0883
C 0.2624 -4.3805 5.0031 -0.2687
C -0.6656 -5.6794 5.2264 -0.4204
C -2.1271 -5.3855 5.8330 -0.1415
C -0.9271 -6.3077 3.7276 -0.1298
O 2.0518 -3.3340 6.3574 -0.4097
C 2.7385 -2.8390 7.5730 -0.1647
C 1.7134 -1.8536 8.3888 -0.2539
C 2.1728 -0.2846 8.4967 -0.2283
F 3.6049 -0.1417 8.2949 -0.0915
C 1.7057 0.3965 9.8905 -0.1876
C 2.1708 1.9589 9.9556 -0.1396
O 0.4076 -1.9241 7.7281 -0.3503
H 0.9344 -5.7953 9.8631 0.0163
H -1.1214 -2.9252 6.5734 0.0396
H -0.6145 -1.7453 4.4622 0.0832
H -0.1122 -0.7195 5.9371 0.0851
H 2.4054 -0.9357 5.4314 0.1061
H 2.0604 -2.0353 3.9168 0.1017
H 1.7658 1.0333 4.4003 0.1127
H 0.2390 0.3083 3.6299 0.0987
H 3.2144 -0.1391 2.4091 0.0903
H 2.1491 1.3441 2.0289 0.0843
H -2.9421 0.4915 -1.4446 0.1372
H 1.3488 -4.7773 4.8714 0.0987
H 0.0182 -3.7946 4.0465 0.0733
H -0.0905 -6.5165 5.7930 0.1265
H -2.7000 -4.7651 5.0361 0.0871
H -2.6550 -6.4189 5.9385 0.0744
H -2.1347 -4.8962 6.8679 0.0524
H -0.9155 -5.4220 2.9758 0.0677
H -1.9885 -6.7434 3.7084 0.0576
H -0.1043 -7.0346 3.4009 0.0667
H 3.1317 -3.7403 8.1962 0.1168
H 3.6792 -2.3503 7.0949 0.1030
H 1.6697 -2.2013 9.4840 0.1333
H 1.6564 0.2853 7.6309 0.1454
H 2.1594 -0.1212 10.8070 0.1074
H 0.5500 0.3193 9.9686 0.1261
H 3.2217 2.0869 10.4304 0.0732
H 1.4208 2.5943 10.5597 0.0645
H 2.2361 2.3831 8.8777 0.0754
C 1.2893 1.5921 -5.9594 -0.1085
C -0.0682 1.7065 -5.6750 -0.1021
C -0.5590 1.2905 -4.4403 -0.0857
C 0.3103 0.7687 -3.4860 -0.0749
C 1.6686 0.6577 -3.7692 -0.0850
C 2.1580 1.0652 -5.0069 -0.1088
H 1.6712 1.9135 -6.9232 0.1030
H -0.7451 2.1197 -6.4167 0.0864
H -1.6187 1.3736 -4.2211 0.0954
H -0.0708 0.4493 -2.5230 0.0719
H 2.3464 0.2524 -3.0243 0.1053
H 3.2160 0.9736 -5.2293 0.1038
C -3.5095 1.6429 -7.9013 -0.0973
C -4.6537 2.3606 -8.2370 -0.0915
C -5.0284 2.4905 -9.5712 -0.0925
C -4.2634 1.8936 -10.5697 -0.0937
C -3.1212 1.1727 -10.2336 -0.0967
C -2.7415 1.0507 -8.9000 -0.0955
H -3.2157 1.5447 -6.8611 0.0915
H -5.2538 2.8202 -7.4577 0.1006
H -5.9171 3.0560 -9.8333 0.0732
H -4.5581 1.9906 -11.6096 0.1005
H -2.5258 0.7061 -11.0121 0.0997
H -1.8480 0.4932 -8.6386 0.1001
C -8.5757 4.2110 -9.8424 -0.1035
C -9.8344 3.9597 -10.3806 -0.0947
C -10.3649 4.8155 -11.3414 -0.0986
C -9.6320 5.9183 -11.7716 -0.0992
C -8.3717 6.1679 -11.2362 -0.0966
C -7.8447 5.3174 -10.2687 -0.1010
H -8.1639 3.5452 -9.0907 0.0952
H -10.4029 3.0961 -10.0502 0.1010
H -11.3490 4.6229 -11.7559 0.0991
H -10.0436 6.5830 -12.5243 0.0989
H -7.7999 7.0269 -11.5730 0.1002
H -6.8644 5.5154 -9.8476 0.0995
C 5.0034 -4.7791 3.7556 -0.0851
C 6.0653 -5.5696 3.3249 -0.1073
C 7.2032 -5.6992 4.1160 -0.1145
C 7.2750 -5.0457 5.3432 -0.1085
C 6.2114 -4.2582 5.7754 -0.0883
C 5.0773 -4.1209 4.9802 -0.0717
H 4.1175 -4.6756 3.1371 0.1009
H 6.0061 -6.0847 2.3710 0.0944
H 8.0337 -6.3103 3.7770 0.0920
H 8.1602 -5.1506 5.9627 0.0935
H 6.2668 -3.7501 6.7333 0.1003
H 4.2503 -3.5037 5.3163 0.0766
C 3.7348 4.7168 -3.7511 -0.0879
C 2.4762 4.4652 -4.2892 -0.0894
C 1.9456 5.3212 -5.2498 -0.0917
C 2.6784 6.4243 -5.6798 -0.1022
C 3.9387 6.6738 -5.1442 -0.1061
C 4.4655 5.8229 -4.1769 -0.1012
H 4.1468 4.0509 -2.9995 0.1022
H 1.9079 3.6017 -3.9591 0.0885
H 0.9614 5.1284 -5.6643 0.0991
H 2.2667 7.0892 -6.4324 0.0966
H 4.5107 7.5330 -5.4807 0.0962
H 5.4457 6.0206 -3.7556 0.0976
```

***

Entry 2:
# C3H11O3S2

A cluster of 3 separate species, C3H11O3S2 in total (ωB97M-V/def2-TZVPD, OMol25).

The net charge is -1. The energy relative to the best compared isomer or geometry (same formula, charge and spin) is 0.7251 eV. The energy is -1143.0536 hartree.

```
19
Properties=species:S:1:pos:R:3:lowdin_charge:R:1
C -0.5884 0.0627 1.8687 -0.2502
C -0.4648 -1.3384 1.2334 -0.2796
O -1.4796 -2.2307 1.7483 -0.1066
C -1.3462 1.1320 1.0625 -0.6364
S -0.5862 1.9390 -0.3530 0.2088
S 0.2452 0.4741 -1.4947 -0.0883
H 0.4265 0.4089 2.1003 0.1023
H -1.1723 -0.1126 2.7743 0.0979
H -0.5739 -1.2683 0.1627 0.0165
H 0.4477 -1.7584 1.5422 0.0914
H -1.6967 1.8568 1.7987 0.0566
H -2.2495 0.6324 0.7418 0.0481
H 1.3971 0.2013 -4.2844 -0.0015
H -0.0101 -0.3651 -4.3164 -0.0182
H -2.2554 -2.1251 1.1928 0.0668
O 0.7588 -0.2134 -4.8742 -0.1142
H 3.1156 1.6468 -0.1120 0.0109
H 2.6115 0.3147 -0.5587 -0.0751
O 3.4208 0.7435 -0.2322 -0.1292
```

***

Entry 3:
# C23H66O16S10

A cluster of 10 separate species, C23H66O16S10 in total (ωB97M-V/def2-TZVPD, OMol25).

The energy relative to the best compared isomer or geometry (same formula, charge and spin) is 0.6711 eV. The energy is -6101.3791 hartree.

```
115
Properties=species:S:1:pos:R:3:lowdin_charge:R:1
O -5.1709 4.2979 -2.2283 -0.2662
S -4.1328 3.7416 -1.4247 0.5458
O -3.2678 4.6260 -0.7110 -0.2787
O -4.8064 2.7015 -0.4460 -0.2503
C -5.5269 3.2962 0.6263 -0.2861
C -6.4595 2.2875 1.2639 -0.0574
C -3.1831 2.6072 -2.3909 -0.1016
H -6.0904 4.1829 0.2944 0.1247
H -4.8576 3.7167 1.3868 0.0935
H -5.9231 1.5262 1.8244 0.0652
H -7.0512 1.7889 0.4880 0.0854
H -7.1384 2.7995 1.9434 0.0799
H -3.9298 1.8416 -2.6123 0.0770
H -2.3625 2.1790 -1.8272 0.0346
H -2.8707 3.1892 -3.2476 0.0775
O 1.0157 -2.7845 -5.0660 -0.2742
S 1.1782 -3.7856 -4.0756 0.5283
O 2.4823 -4.3223 -3.8308 -0.2779
O 0.5976 -3.1786 -2.7578 -0.2477
C 0.7440 -3.9354 -1.5412 -0.2473
C 0.8696 -2.9557 -0.4154 -0.0721
C 0.0678 -5.1240 -4.3764 -0.0988
H 1.5923 -4.6273 -1.5605 0.1146
H -0.1491 -4.5589 -1.3922 0.1311
H 0.1009 -2.1865 -0.4941 0.0658
H 1.8313 -2.4448 -0.4958 0.0531
H 0.8050 -3.4546 0.5500 0.0798
H 0.4967 -5.7026 -5.1856 0.0779
H -0.9523 -4.7521 -4.3948 0.0517
H 0.1846 -5.7604 -3.4902 0.0736
O 5.8292 -0.6701 -2.3226 -0.2562
S 4.4404 -0.8410 -2.5065 0.5593
O 3.6271 -1.3198 -1.4418 -0.2910
O 3.8959 0.6120 -2.9004 -0.2455
C 2.5245 0.9734 -2.6306 -0.2416
C 1.5557 0.6547 -3.8019 -0.0431
C 4.1923 -1.7901 -3.9921 -0.0906
H 2.4993 2.0722 -2.5551 0.1206
H 2.1851 0.6462 -1.6567 0.0670
H 1.0826 -0.3154 -3.5821 0.0582
H 2.0468 0.5284 -4.7590 0.0821
H 0.7736 1.4036 -3.8824 0.0751
H 4.7548 -1.2765 -4.7590 0.0828
H 3.1357 -1.6645 -4.1946 0.0313
H 4.4483 -2.8029 -3.7336 0.0661
C 4.6446 -1.6581 1.6494 -0.2579
S 3.9550 -3.2007 2.2517 0.8289
O 2.5191 -3.0497 2.6302 -0.5617
C 3.9835 -4.1284 0.7077 -0.2378
H 5.3976 -1.9068 0.9026 0.0526
H 5.0272 -0.9703 2.3994 0.0363
H 3.8414 -1.1164 1.1437 0.0386
H 4.5557 -5.0427 0.8663 0.0498
H 4.4294 -3.5369 -0.0909 0.0384
H 2.9885 -4.4329 0.4070 0.0330
C 2.7938 -1.1108 5.1387 -0.2621
S 3.7895 0.3624 4.9926 0.8220
O 3.5918 0.8860 3.6146 -0.5731
C 2.8278 1.4601 6.0287 -0.2633
H 2.6679 -1.2772 6.2176 0.0569
H 3.3258 -1.9698 4.7550 0.0183
H 1.8141 -0.9737 4.6933 0.0666
H 2.3974 0.9854 6.9126 0.0538
H 1.9699 1.8366 5.4637 0.0580
H 3.4886 2.2819 6.2792 0.0437
C -4.7041 3.6393 5.3432 -0.2724
S -3.2022 3.0543 4.5607 0.8125
O -3.6398 2.1633 3.4586 -0.5511
C -2.8336 4.6290 3.7641 -0.2561
H -4.5141 4.3873 6.1108 0.0567
H -5.2536 2.7871 5.7442 0.0544
H -5.3644 4.0735 4.5837 0.0565
H -1.9931 4.4637 3.0891 0.0397
H -2.6552 5.4654 4.4325 0.0588
H -3.6874 4.8612 3.1251 0.0464
C -1.8064 -1.2270 -4.0137 -0.2844
S -3.2782 -2.2071 -3.9520 0.7947
O -2.8211 -3.5510 -3.5480 -0.5442
C -3.5763 -2.2198 -5.7206 -0.2608
H -1.0723 -1.6760 -4.6949 0.0391
H -1.3432 -1.2006 -3.0237 0.0381
H -1.8599 -0.1799 -4.3346 0.0637
H -4.4657 -2.8219 -5.9135 0.0511
H -2.7396 -2.6997 -6.2263 0.0593
H -3.7670 -1.2038 -6.0574 0.0550
C 4.3183 4.2662 2.3707 -0.2765
S 5.4439 4.0803 0.9812 0.8170
O 6.7800 3.9448 1.6071 -0.5557
C 4.9236 2.3987 0.6032 -0.2514
H 3.2788 4.1124 2.0654 0.0512
H 4.3788 5.2760 2.7712 0.0459
H 4.6222 3.5174 3.0987 0.0426
H 5.8085 1.7645 0.6721 0.0627
H 4.5118 2.3180 -0.4004 0.0364
H 4.2453 2.0062 1.3662 0.0209
C 1.0101 0.5379 0.9997 -0.2521
S -0.0986 1.4357 -0.0656 0.8182
O -0.9483 0.4358 -0.7806 -0.5584
C -1.1513 2.0395 1.2428 -0.2610
H 1.7578 0.0266 0.4000 0.0265
H 0.4600 -0.2274 1.5583 0.0724
H 1.4627 1.2133 1.7257 0.0482
H -1.8583 2.7629 0.8152 0.0386
H -0.6136 2.5070 2.0653 0.0546
H -1.8084 1.2508 1.6151 0.0563
C -2.4934 -2.1167 1.1202 -0.2718
S -3.6410 -3.0575 0.1253 0.8025
O -4.2442 -4.0604 1.0310 -0.5512
C -4.8460 -1.7393 -0.0425 -0.2615
H -2.2552 -1.1934 0.5757 0.0246
H -1.5806 -2.7052 1.1926 0.0330
H -2.8473 -1.8396 2.1122 0.0671
H -4.3769 -0.9606 -0.6590 0.0454
H -5.0000 -1.2616 0.9246 0.0516
H -5.7550 -2.1267 -0.4761 0.0508
```

***

Entry 4:
# C6H8FNS2

The molecule C6H8FNS2 (ωB97M-V/def2-TZVPD, OMol25).

As for the SMILES: C[C@@H](Nc1cccs1)SF. The energy relative to the best compared isomer or geometry (same formula, charge and spin) is 0.0000 eV. The energy is -1184.3406 hartree.

```
18
Properties=species:S:1:pos:R:3:lowdin_charge:R:1
C -1.2215 2.2731 1.1639 -0.0733
C -0.7440 1.0910 0.3307 -0.4313
N -0.0081 0.1006 0.9586 -0.0606
C 0.6688 -0.8430 0.1439 -0.6139
C 0.9467 -0.6519 -1.2365 -0.1446
C 1.8025 -1.6174 -1.7419 -0.1977
C 2.1329 -2.5641 -0.7924 -0.3968
S 1.3334 -2.2680 0.7276 1.0415
S -2.4677 -0.0216 -0.4897 0.7544
F -3.4398 0.4580 0.7780 -0.5742
H -1.5855 1.9589 2.0909 0.0504
H -2.0711 2.7871 0.6451 0.1007
H -0.4367 2.9513 1.3673 0.0694
H -0.3321 1.4725 -0.5304 0.0565
H -0.2742 -0.2208 1.9048 0.1543
H 0.5064 0.1412 -1.8859 0.1154
H 2.3998 -1.6929 -2.6922 0.1265
H 2.7903 -3.3540 -0.7417 0.0234
```

***

Entry 5:
# H22HeO11

A structure of composition H22HeO11 (ωB97M-V/def2-TZVPD, OMol25).

The energy relative to the best compared isomer or geometry (same formula, charge and spin) is 0.9391 eV. The energy is -843.7332 hartree.

```
34
Properties=species:S:1:pos:R:3:lowdin_charge:R:1
He 0.2228 0.1255 0.2167 0.1618
O -1.6390 1.0135 -2.4885 -0.0560
H -1.3369 0.1214 -2.3177 -0.0178
H -2.5814 0.9835 -2.3237 0.0470
O -2.1527 2.1429 1.6357 -0.0369
H -1.5849 2.7959 1.2266 0.0617
H -2.7460 2.6526 2.1874 0.0888
O 2.1612 -2.6951 -2.1521 -0.0446
H 2.6341 -1.9664 -1.7502 -0.0153
H 2.5613 -2.7935 -3.0160 0.0436
O -3.0359 -0.2156 0.8163 -0.0525
H -3.6483 -0.1375 1.5477 0.0546
H -2.6218 0.6453 0.7569 -0.0061
O -1.5987 -2.6241 0.9841 -0.0651
H -2.1746 -1.8606 0.9430 -0.0321
H -1.2113 -2.6798 0.1106 0.0128
O 3.5716 -0.4300 -1.1655 -0.0311
H 3.8687 0.3689 -1.6011 0.0707
H 4.3771 -0.8639 -0.8843 0.0738
O 1.8458 -1.2549 1.8878 -0.0746
H 0.9832 -0.8399 1.8839 -0.0457
H 2.3254 -0.8051 2.5834 0.0178
O -1.1926 3.4312 -0.9876 -0.0545
H -2.1230 3.5512 -0.7970 0.0264
H -1.1558 2.6281 -1.5072 -0.0127
O -0.7499 0.2610 2.8613 -0.0705
H -1.3249 0.8980 2.4372 -0.0443
H -1.3453 -0.3305 3.3215 0.0425
O 3.6575 1.3243 1.1558 -0.0569
H 3.4842 0.7983 1.9365 0.0101
H 3.4228 0.7529 0.4246 -0.0250
O -0.6215 -1.5548 -2.4543 -0.0421
H -0.5279 -1.7746 -3.3812 0.0582
H 0.2568 -1.6679 -2.0909 0.0141
```

***

Entry 6:
# C21H44BBrFN7O3S

A cluster of 2 separate species, C21H44BBrFN7O3S in total (ωB97M-V/def2-TZVPD, OMol25).

The net charge is +1. Its expectation value of S² is 0.7541. The spin multiplicity is 2. The energy is -4532.1677 hartree.

```
79
Properties=species:S:1:pos:R:3:lowdin_spin:R:1
C -0.0544 -0.3024 -1.8885 0.0002
C -0.1327 1.1761 -2.3121 0.0000
F -0.5058 1.2705 -3.6472 0.0000
N -0.8662 2.0635 -1.4928 0.0000
C -0.2391 2.8915 -0.5146 0.0000
B 1.2446 3.4146 -0.7828 0.0000
O 1.4490 3.9650 -2.0373 0.0000
N 2.3723 3.3045 0.1506 0.0000
C 3.6368 3.0413 -0.5889 0.0000
C 2.5234 4.6916 0.7318 0.0000
C -0.4836 2.3948 0.9360 0.0000
N 0.0725 3.3449 1.9005 0.0000
N -1.9919 2.5437 1.0943 0.0000
C -2.7404 1.7973 0.0555 0.0000
S -4.5894 1.7042 0.3480 0.0000
N -2.2908 0.3804 0.3020 0.0000
C -2.9982 -0.2266 1.1007 0.0000
O -3.3385 -0.7730 2.0664 0.0000
C -2.3130 2.0941 -1.4414 0.0000
Br -3.2609 0.6258 -2.3871 0.0000
C -2.8072 3.3846 -2.1632 0.0000
C -3.9217 4.2586 -1.5933 0.0000
C -3.5017 5.1529 -0.3898 0.0000
N -4.2172 4.8268 0.8680 0.0000
H 0.8951 -0.7372 -2.1978 0.0002
H -0.0547 -0.3423 -0.8041 0.0000
H -0.8259 -0.9114 -2.3469 0.0000
H 0.9272 1.4207 -2.4159 0.0000
H -0.8065 3.8476 -0.4805 0.0000
H 1.7170 4.8880 -1.9832 0.0000
H 3.9338 3.8836 -1.2120 0.0000
H 4.4256 2.8328 0.1301 0.0000
H 3.5059 2.1524 -1.2040 0.0000
H 1.8518 5.4015 0.2251 0.0000
H 3.5292 5.0765 0.6070 0.0000
H 2.2188 4.7229 1.7730 0.0000
H -0.1486 1.3764 1.1035 0.0000
H -0.4538 3.2573 2.7696 0.0000
H 0.9786 2.9515 2.1479 0.0000
H -2.1675 3.5549 1.1256 0.0000
H -2.2108 2.1899 2.0287 0.0000
H -4.7009 2.1830 1.6057 0.0000
H -3.0788 3.0978 -3.1735 0.0000
H -1.9428 4.0372 -2.3066 0.0000
H -4.8670 3.7573 -1.4110 0.0000
H -4.1696 4.9847 -2.3692 0.0000
H -3.7823 6.1796 -0.6331 0.0000
H -2.4191 5.1732 -0.2398 0.0000
H -5.1311 5.2573 0.8062 0.0000
H -3.7689 5.2991 1.6473 0.0000
C 0.3528 -4.0974 2.1799 0.0015
C 0.4103 -4.2981 0.6511 0.0270
C -0.0213 -5.7316 0.3399 0.0141
C 1.0324 -6.7560 0.7582 0.0008
C 2.3895 -6.4296 0.1348 0.0141
C 2.8482 -4.9835 0.3499 0.0260
N 1.7599 -3.9930 0.0970 0.3518
O 1.6412 -3.8412 -1.1845 0.5546
C 3.3989 -4.7951 1.7774 0.0022
C 4.0623 -4.7270 -0.5438 -0.0010
C -0.6166 -3.3051 0.1145 -0.0007
H -0.6835 -4.0899 2.5179 -0.0004
H 0.8327 -4.8873 2.7500 0.0000
H 0.8019 -3.1439 2.4662 0.0013
H -0.2177 -5.8402 -0.7314 0.0028
H -0.9641 -5.9508 0.8460 0.0012
H 1.1193 -6.8024 1.8470 0.0003
H 0.7163 -7.7512 0.4411 0.0007
H 3.1438 -7.1135 0.5282 0.0012
H 2.3255 -6.6332 -0.9388 0.0024
H 3.6552 -3.7492 1.9549 0.0016
H 4.3074 -5.3811 1.9141 -0.0004
H 2.7217 -5.1163 2.5644 0.0000
H 3.8592 -4.9374 -1.5923 -0.0006
H 4.8861 -5.3738 -0.2450 -0.0003
H 4.4016 -3.6930 -0.4613 0.0002
H -0.3026 -2.2811 0.3282 0.0003
H -1.5863 -3.4615 0.5883 -0.0003
H -0.7748 -3.3960 -0.9591 -0.0007
```

***

Molecular weight? In order: 782.0 159.3 919.4 177.3 202.2 584.4 u.